The molecule C21H34N2, computed with the ωB97M-V functional and the def2-TZVPD basis.

## Properties
SMILES	[H]/N=c1/c2c(n(CCCCCCCCC)c3c1CCC3)CCCC2
HOMO level	-0.26380	hartree
gap between HOMO and LUMO	7.86	eV

The geometry in XYZ format:
```
57
Properties=species:S:1:pos:R:3:lowdin_charge:R:1
N 1.867 0.055 0.131 0.01
N 5.470 -2.003 -0.229 0.11
C -6.455 -0.711 0.682 -0.28
C 5.552 1.892 0.800 -0.18
C 1.207 -3.570 -0.201 -0.16
C -2.422 1.140 -0.307 -0.22
C -4.863 1.238 0.433 -0.22
C -3.748 1.895 -0.382 -0.22
C 3.024 -2.036 -0.035 -0.11
C 3.182 2.197 -0.097 -0.13
C -5.258 -0.145 -0.079 -0.24
C 0.610 0.754 0.274 -0.15
C 4.235 2.677 0.914 -0.17
C 3.075 0.701 -0.048 -0.15
C 4.327 -1.422 -0.149 -0.31
C 2.729 -3.510 -0.004 -0.14
C 4.243 0.025 -0.175 -0.12
C 5.494 0.837 -0.310 -0.15
C 0.679 -2.193 0.232 -0.11
C 0.011 1.137 -1.085 -0.17
C -6.831 -2.104 0.193 -0.12
C 1.890 -1.311 0.092 -0.16
C -1.287 1.933 -0.955 -0.21
H -2.518 0.180 -0.816 0.11
H 5.756 1.382 1.743 0.11
H 5.410 -3.018 -0.201 0.03
H -2.188 0.947 0.741 0.11
H 4.408 3.743 0.753 0.11
H 3.823 2.563 1.919 0.11
H 6.384 2.571 0.608 0.10
H -6.000 -2.793 0.329 0.07
H -4.418 -0.833 0.027 0.11
H 3.023 -3.931 0.963 0.12
H -1.602 2.243 -1.954 0.12
H 3.509 2.484 -1.102 0.13
H -7.686 -2.487 0.745 0.07
H -0.077 0.101 0.813 0.11
H 6.346 0.162 -0.249 0.10
H 0.753 1.649 0.884 0.13
H -0.161 -1.873 -0.386 0.11
H -1.101 2.840 -0.374 0.12
H -5.742 1.887 0.405 0.11
H -7.087 -2.082 -0.864 0.07
H -6.217 -0.752 1.747 0.11
H 3.265 -4.057 -0.781 0.11
H 5.516 1.332 -1.285 0.12
H -3.595 2.910 -0.006 0.11
H -4.547 1.159 1.476 0.11
H 0.748 -4.381 0.363 0.11
H 0.985 -3.725 -1.258 0.11
H 0.743 1.730 -1.637 0.11
H 0.347 -2.212 1.275 0.12
H 2.241 2.706 0.098 0.10
H -7.310 -0.041 0.561 0.11
H -0.174 0.228 -1.662 0.11
H -5.505 -0.080 -1.142 0.12
H -4.061 1.974 -1.426 0.11
```

A cluster of 2 separate species, CHF3NO2S in total, computed with the ωB97M-V functional and the def2-TZVPD basis.

## Properties
HOMO level (spin up / spin down)	-0.12846 / -0.16707	hartree
charge	-1
gap between HOMO and LUMO (spin up / spin down)	5.40 / 8.15	eV

The geometry in XYZ format:
```
9
Properties=species:S:1:pos:R:3:lowdin_charge:R:1
S 0.187 -0.439 1.281 0.59
F -0.451 -2.505 -0.738 0.03
F 1.656 -1.946 -0.736 0.03
F 0.198 -0.577 -1.538 0.13
O 1.614 -0.169 1.437 -0.56
O -0.952 3.101 -0.397 -0.09
N -0.866 0.625 1.249 -0.41
C 0.387 -1.426 -0.599 -0.67
H -1.773 3.336 0.041 -0.04
```

A cluster of 2 separate species, C3H5ClO2 in total, computed with the ωB97M-V functional and the def2-TZVPD basis.

## Properties
HOMO level (spin up / spin down)	-0.31006 / -0.30920	hartree
gap between HOMO and LUMO (spin up / spin down)	8.50 / 8.58	eV

The geometry in XYZ format:
```
11
Properties=species:S:1:pos:R:3:lowdin_charge:R:1
Cl -2.966 -0.367 0.503 0.53
O 0.368 -1.741 1.130 0.07
O 0.405 -0.611 -1.019 -0.03
C 0.625 -0.687 0.365 -0.33
C -2.239 0.403 -0.829 -0.52
C 1.745 -0.657 -0.518 -0.10
H -2.050 1.509 -0.692 0.03
H -2.445 0.015 -1.869 0.03
H 2.215 -1.551 -0.903 0.12
H 2.270 0.305 -0.492 0.11
H -0.562 -1.883 1.381 0.10
```

A structure of composition C20H37N2O6PS, computed with the ωB97M-V functional and the def2-TZVPD basis.

## Properties
HOMO level	-0.30563	hartree
gap between HOMO and LUMO	7.40	eV

The geometry in XYZ format:
```
67
Properties=species:S:1:pos:R:3:lowdin_charge:R:1
S 0.582 -2.418 -7.143 0.94
P 1.955 1.921 -2.306 0.85
O -5.494 3.696 1.216 -0.20
O 3.159 -0.883 2.302 -0.20
O -3.314 2.426 -0.501 -0.13
O 3.486 -3.523 4.087 -0.21
O -4.583 0.656 1.658 -0.20
O 3.010 -3.691 1.077 -0.13
N 0.236 -0.851 -6.612 -0.23
N 1.591 -2.993 -5.958 -0.27
C 4.245 -3.658 1.789 -0.18
C -5.062 -0.656 1.446 -0.11
C 1.069 0.413 -4.557 -0.03
C 1.652 3.405 -3.450 -0.33
C -5.354 4.964 1.826 -0.11
C 1.961 -2.858 1.565 -0.17
C 0.326 1.799 -1.333 -0.31
C -2.897 2.196 0.843 -0.18
C 1.803 -1.999 -5.015 -0.30
C 2.640 -2.057 -3.778 -0.01
C 0.984 -0.806 -5.458 -0.35
C 2.757 -4.287 5.026 -0.11
C 2.705 -0.869 -2.945 -0.07
C 1.906 0.356 -3.379 -0.37
C 2.209 -1.370 1.363 -0.20
C 4.194 -4.329 3.153 -0.19
C -5.381 3.751 -0.201 -0.19
C -4.718 2.493 -0.740 -0.18
C 3.941 0.179 1.792 -0.11
C -3.202 0.795 1.352 -0.20
H 5.215 -4.454 3.534 0.13
H 2.553 -1.201 0.336 0.11
H -5.219 1.590 -0.389 0.12
H 3.437 -4.822 5.697 0.09
H -1.810 2.313 0.830 0.11
H -6.146 -0.645 1.568 0.09
H -4.827 2.500 -1.829 0.13
H 1.479 4.353 -2.868 0.04
H 0.438 0.900 -0.656 0.03
H -4.628 -1.345 2.178 0.09
H 1.721 -3.093 2.601 0.12
H 2.142 -3.604 5.613 0.09
H -2.640 0.612 2.276 0.13
H -3.282 2.966 1.511 0.12
H 3.338 -0.861 -2.020 0.09
H -0.461 1.545 -2.108 0.05
H 0.692 3.212 -4.014 0.02
H 1.275 -0.817 1.523 0.12
H 4.728 0.399 2.514 0.09
H 3.180 -3.002 -3.545 0.11
H 4.952 -4.218 1.169 0.13
H -4.421 5.445 1.515 0.09
H -4.837 -0.996 0.430 0.09
H 2.092 -4.996 4.521 0.09
H 4.415 -0.104 0.847 0.08
H 0.077 2.740 -0.781 0.04
H 0.475 1.301 -4.889 0.09
H 2.504 3.550 -4.174 0.04
H -5.318 4.817 2.905 0.09
H -4.803 4.628 -0.515 0.12
H 3.728 -5.316 3.054 0.12
H -6.207 5.603 1.580 0.09
H 4.634 -2.641 1.854 0.12
H 3.324 1.072 1.653 0.09
H -2.895 0.064 0.595 0.13
H -6.396 3.830 -0.609 0.13
H 1.082 -3.128 0.973 0.13
```